14
Properties=species:S:1:pos:R:3:forces:R:3:lowdin_charge:R:1 method="wB97M-V/def2-TZVPD" total_energy_ev=-12554.2438 charge=-1 multiplicity=3 homo_ev="-2.0 / -4.5"
C 0.304548 -1.845546 0.154576 1.5338 -2.4393 -0.9825 -0.142
C 1.436483 -1.026289 0.047932 -2.0204 -1.0147 0.4414 -0.157
C -0.984161 -1.305465 0.021276 -1.1276 -3.1094 -0.7406 -0.151
C 1.230439 0.297964 0.141302 2.1285 3.8271 -0.1559 -0.098
C -1.206528 0.015689 -0.083160 2.9113 1.7108 0.7402 -0.033
C -0.028209 0.879673 0.112214 -1.8569 -0.2378 0.9340 -0.216
N -0.297283 2.223584 0.390502 0.5813 -1.3286 -0.7111 -0.128
O 0.324022 3.215086 0.050472 1.2378 0.3857 0.4902 -0.053
F -1.991908 2.367396 -0.485443 -2.1416 0.7120 -0.8632 -0.509
H 0.499868 -2.982706 0.106498 -0.6923 1.8499 0.1424 0.102
H 2.440890 -1.273496 -0.123496 1.0933 -1.2917 0.1951 0.073
H -1.834845 -2.063864 -0.200600 1.3669 1.3878 0.6750 0.118
H 2.183970 0.954274 0.216680 -1.9070 -0.7938 -0.2133 0.133
H -2.077286 0.543699 -0.348754 -1.1069 0.3421 0.0480 0.061